# 1
Below is C23H31N3O2 in the gas phase, with properties calculated with ωB97M-V/def2-TZVPD.

Structure (XYZ):
```
59
Properties=species:S:1:pos:R:3:forces:R:3
C 0.693609 -2.796949 2.606596 -0.15 0.14 -0.29
H 0.081470 -3.689932 2.711804 -0.02 -0.10 0.08
H 1.738708 -3.091734 2.656473 0.11 -0.05 0.06
H 0.485422 -2.128959 3.437799 -0.01 0.03 0.13
C 0.429824 -2.096772 1.268253 0.12 -0.08 0.08
N -0.947836 -1.723634 0.984492 -0.14 0.03 0.07
C -1.503633 -0.839642 2.000503 -0.13 0.15 -0.08
C -2.735286 -0.083210 1.505059 0.14 -0.18 0.18
H -2.889022 0.803691 2.114668 -0.08 0.11 0.06
H -2.598823 0.227975 0.474098 0.01 0.05 -0.13
H -3.635748 -0.690351 1.563714 -0.12 -0.01 -0.02
H -0.723620 -0.116873 2.248886 -0.02 -0.05 0.09
H -1.765993 -1.381859 2.923757 0.08 0.04 0.03
C -1.808824 -2.852069 0.666415 0.12 -0.13 -0.20
C -1.646064 -3.354223 -0.773327 -0.20 0.19 0.12
C -1.826617 -2.249601 -1.819036 0.33 -0.15 0.12
C -0.504174 -1.562915 -2.152899 -0.19 0.06 -0.20
C -0.690700 -0.356000 -3.074839 -0.01 -0.16 -0.01
C -1.444163 0.799542 -2.435766 0.28 -0.32 -0.37
O -2.443219 1.281437 -2.918197 -0.27 0.13 -0.05
N -0.824483 1.258381 -1.306590 0.29 -0.11 0.32
C -1.199419 2.290203 -0.442505 -0.03 0.28 0.14
C -2.373158 3.017936 -0.620785 -0.16 0.00 -0.18
C -2.735847 3.993114 0.289023 0.12 -0.05 0.09
C -1.950554 4.249866 1.400880 -0.02 0.07 0.09
C -0.781243 3.536820 1.584363 0.01 -0.07 -0.07
C -0.380182 2.578768 0.661358 -0.30 0.03 0.03
C 0.909334 1.871113 0.921358 0.00 0.13 -0.27
O 1.177337 1.365624 1.990286 0.10 -0.03 0.20
N 1.743442 1.871948 -0.166842 -0.06 0.20 -0.18
C 3.013186 1.299009 -0.310307 0.30 -0.23 0.05
C 3.673021 1.492726 -1.522705 -0.08 0.03 0.06
C 4.919084 0.936287 -1.734833 0.00 0.00 -0.01
C 5.520345 0.178118 -0.743637 0.13 -0.07 0.00
C 4.865126 -0.015646 0.460133 0.07 0.01 -0.14
C 3.617589 0.537893 0.684983 -0.12 -0.01 0.20
H 3.116383 0.391351 1.626731 -0.02 0.01 0.01
H 5.328268 -0.603588 1.238247 0.03 -0.05 0.07
H 6.494358 -0.256211 -0.909784 0.08 -0.04 -0.01
H 5.421595 1.095857 -2.677257 0.03 0.02 -0.07
H 3.204812 2.085455 -2.297329 -0.05 0.06 -0.08
H 1.446494 2.428946 -0.957796 -0.07 -0.06 0.20
H -0.151879 3.717428 2.442962 0.05 0.00 0.08
H -2.246456 4.998714 2.119180 -0.01 0.07 0.06
H -3.649310 4.546673 0.132592 -0.08 0.04 -0.03
H -2.998511 2.803013 -1.470917 0.00 -0.03 -0.01
H -0.049183 0.697357 -0.979574 -0.18 0.02 -0.16
H 0.288049 0.016902 -3.391090 -0.01 0.04 -0.05
H -1.245654 -0.651342 -3.966673 0.01 0.11 0.03
H -0.025987 -1.266932 -1.219596 0.10 -0.06 0.00
H 0.155502 -2.278839 -2.649932 0.05 0.00 0.05
H -2.534903 -1.510223 -1.442705 -0.14 0.07 0.01
H -2.245851 -2.673091 -2.734374 -0.05 0.07 -0.04
H -0.668518 -3.821557 -0.905790 0.04 -0.11 -0.02
H -2.398632 -4.130614 -0.926452 0.06 -0.09 0.01
H -2.841535 -2.523598 0.784127 -0.02 -0.04 0.03
H -1.655333 -3.699600 1.354565 -0.08 0.07 0.04
H 1.026837 -1.179666 1.240105 0.06 -0.06 -0.09
H 0.770564 -2.746514 0.458116 0.08 0.07 -0.04
```
Forces are in eV/Å.

Its SMILES is CCN(CC)CCCCCC(=O)Nc1ccccc1C(=O)Nc1ccccc1. The calculation puts the energy above the lowest of the compared OMol25 structures with the same formula, charge and spin at 0.382 eV. The value obtained for the HOMO energy is -8.24 eV.

# 2
Below is a 2-piece molecular cluster, C5H13N2O overall, with properties calculated with ωB97M-V/def2-TZVPD.

Structure (XYZ):
```
21
Properties=species:S:1:pos:R:3:forces:R:3
C -0.716598 0.702047 0.684059 -0.19 -0.35 0.14
C -0.532092 -0.149048 -0.559000 0.22 -0.37 0.11
C 0.841177 -0.777242 -0.577110 -0.01 0.33 -0.16
C 1.065992 -2.083854 -0.432341 0.00 0.09 0.09
C 2.925962 0.136190 -0.164828 -0.08 -0.14 0.13
N 1.862951 0.152844 -0.843851 0.00 -0.01 -0.18
N -0.558094 -0.195553 1.900818 0.58 -0.33 -0.51
H 0.059473 1.457586 0.777195 -0.13 0.16 -0.07
H -1.726050 1.105589 0.713486 0.16 0.29 0.05
H -0.685212 0.495983 -1.421641 0.09 0.00 -0.06
H -1.280345 -0.943546 -0.608138 -0.14 0.12 0.06
H 0.248827 -2.782448 -0.324265 -0.03 -0.06 -0.02
H 2.069614 -2.479648 -0.505156 -0.02 -0.07 -0.01
H 3.044182 -0.534479 0.693769 0.14 0.01 0.00
H 3.749445 0.784046 -0.438502 0.03 0.10 0.03
H -0.508611 0.319463 2.777499 -0.26 -0.08 0.07
H -1.284217 -0.908079 1.902156 -0.37 0.14 0.34
H 0.306896 -0.746156 1.787532 0.07 0.18 0.00
H -3.447213 2.521563 -1.126352 -0.31 -0.62 0.37
H -4.272469 1.340540 -0.463380 0.30 0.49 -0.30
O -3.385190 1.717214 -0.578579 -0.03 0.11 -0.07
```
Forces are in eV/Å.

The calculation puts the energy above the lowest of the compared OMol25 structures with the same formula, charge and spin at 2.072 eV. As for the net charge: +1. The value obtained for the HOMO energy is -12.96 eV.

# 3
Below is C18H42N7O9Y as an isolated structure at a distorted geometry, with properties calculated with ωB97M-V/def2-TZVPD.

Structure (XYZ):
```
77
Properties=species:S:1:pos:R:3:forces:R:3
Y 2.277919 -0.998913 2.139264 -3.59 2.73 -3.65
N -0.814386 0.559979 0.717185 0.68 1.11 -1.09
O 0.151549 0.086459 1.397263 0.48 -0.66 1.29
O -1.600279 1.350514 1.228392 0.44 -0.95 0.02
O -0.835859 0.311836 -0.515762 -0.23 -0.19 0.80
C 2.072001 3.010415 -0.405292 0.32 0.36 0.52
C 2.877273 2.409295 0.734403 -0.52 -0.67 0.39
O 2.753017 1.196537 1.012614 0.38 -1.01 0.14
N 3.638896 3.179063 1.511404 0.14 0.90 -0.89
C 3.980760 4.592108 1.271630 -1.42 -0.09 1.02
H 2.689477 3.157896 -1.291004 0.06 0.06 0.01
H 1.701299 3.977981 -0.067882 -0.03 0.06 -0.26
H 1.204249 2.411308 -0.669997 0.20 -0.34 0.20
H 4.024913 2.793982 2.355415 0.03 -0.48 -0.12
H 5.053862 4.737576 1.240459 -0.03 0.12 -0.29
H 3.521506 5.136513 2.103837 0.59 0.19 0.13
H 3.409064 4.988230 0.439746 0.61 -0.20 -0.48
C -4.867620 1.666122 1.283582 0.99 -0.58 -0.31
C -4.966447 1.651261 -0.256164 -1.35 0.77 1.63
O -6.074596 1.726469 -0.757701 0.44 -0.28 -0.64
N -3.793562 1.635331 -0.905301 0.83 -0.77 0.17
C -3.677048 1.415222 -2.320261 -0.53 0.22 -0.87
H -4.117775 2.374445 1.642085 -0.23 0.27 -0.10
H -4.461072 0.702325 1.612597 -0.22 -0.09 -0.01
H -5.831649 1.818055 1.752487 -0.07 0.14 -0.20
H -2.970303 1.438887 -0.350780 -0.27 0.21 -0.06
H -2.757169 0.904404 -2.594962 0.15 0.34 0.26
H -3.770145 2.372207 -2.842213 0.24 -0.17 -0.19
H -4.466390 0.778370 -2.727027 -0.16 0.08 0.33
C -3.362979 -1.987824 -6.169115 0.78 0.13 0.82
C -2.682000 -1.402649 -4.944206 -1.12 1.10 -0.88
O -2.723352 -0.200670 -4.731760 0.47 -0.36 0.30
N -2.036871 -2.267325 -4.140319 0.88 -0.63 1.12
C -1.288767 -1.866937 -2.979808 0.19 0.51 0.86
H -2.588018 -2.600942 -6.632887 -0.48 -0.20 -0.47
H -3.652224 -1.140597 -6.779075 -0.04 -0.15 -0.22
H -4.236323 -2.563658 -5.869303 0.05 -0.17 -0.16
H -2.022956 -3.259236 -4.298055 -0.35 0.06 -0.50
H -1.775346 -2.022626 -2.011922 -0.46 -0.34 -0.23
H -1.108117 -0.792894 -2.933119 -0.04 0.01 -0.65
H -0.330181 -2.388934 -2.918409 0.04 -0.03 -0.24
C -0.661217 -3.605253 -0.017110 0.80 0.61 -0.76
C 0.093260 -3.721064 1.276303 -0.61 -0.51 -0.57
O 0.777676 -2.739861 1.645149 1.32 0.71 1.67
N 0.035667 -4.844208 1.986213 0.56 0.48 -0.63
C -0.448039 -6.145178 1.511868 -1.10 0.37 0.16
H -0.242554 -2.772548 -0.584180 0.16 0.19 0.43
H -1.711044 -3.334432 0.081268 -0.12 -0.55 0.27
H -0.462541 -4.447341 -0.678829 -0.54 -0.33 0.27
H 0.632937 -4.829371 2.801137 -0.12 -0.22 0.12
H -1.175081 -6.022774 0.711339 0.24 0.28 -0.12
H -1.060729 -6.566934 2.306100 0.47 -0.42 0.13
H 0.353457 -6.784162 1.155183 0.09 -0.08 0.29
C 3.768600 -1.595421 -1.898340 0.92 1.19 0.03
C 2.486412 -1.050836 -1.311904 -0.33 -0.82 -0.26
O 2.215149 -1.275267 -0.097305 1.10 -0.48 1.52
N 1.580446 -0.442539 -2.028824 0.28 0.24 -0.92
C 1.692529 -0.039910 -3.438657 -0.47 0.31 0.49
H 4.491009 -1.692628 -1.088397 -0.15 -0.27 0.07
H 4.246651 -0.880454 -2.574959 -0.30 0.13 -0.03
H 3.760379 -2.518231 -2.475388 -0.72 -0.14 0.24
H 0.672885 -0.228300 -1.606497 0.25 0.01 0.63
H 1.388904 -0.850178 -4.097077 0.18 0.04 -0.13
H 2.669015 0.370950 -3.678340 0.12 -0.29 0.01
H 0.979191 0.778726 -3.526539 -0.02 -0.08 -0.37
C 0.167551 1.620762 4.586110 0.16 0.03 0.42
C 1.656630 1.487135 4.505433 -0.29 0.32 0.25
O 2.191603 0.770029 3.607928 0.36 -1.52 0.02
N 2.442567 2.138563 5.347785 0.01 0.21 -0.63
C 2.073454 3.136073 6.351651 0.05 -0.07 0.50
H -0.165720 1.770257 5.613323 0.09 -0.01 0.01
H -0.307265 0.731182 4.183006 -0.02 0.11 -0.21
H -0.155798 2.498006 4.023197 0.01 -0.09 -0.19
H 3.430107 2.003538 5.188146 0.03 -0.06 0.05
H 2.978001 3.633753 6.694001 0.09 -0.19 -0.03
H 1.633878 2.624548 7.206321 -0.15 0.21 0.04
H 1.427677 3.933789 5.990849 -0.20 -0.30 -0.26
```
Forces are in eV/Å.

The calculation puts the energy above the lowest of the compared OMol25 structures with the same formula, charge and spin at 5.397 eV. As for the net charge: +2. The value obtained for the HOMO energy is -11.82 eV.

no.,gap between HOMO and LUMO (eV),electronic energy (hartree),LUMO level (Ha)
1,8.82,-1209.82122,0.021
2,9.57,-382.78550,-0.125
3,4.49,-1809.42063,-0.269